# 1
Computed, not measured: the ion C5H9N2S with charge +1 in a non-equilibrium geometry, with ωB97M-V/def2-TZVPD.

Calculated values
E_LUMO (spin up / spin down) in eV: -5.34 / -5.33
Net charge: +1
ΔE to the lowest compared entry with this formula, charge and spin in kJ/mol: 453.9
HOMO-LUMO gap (spin up / spin down) in eV: 7.513 / 7.704

Each line ends with the Löwdin charge.
Geometry (Å):
C 0.20268 1.13943 -0.03273  -0.43
C -1.84042 -0.63146 0.11713  -0.40
C 1.27130 1.65126 0.58564  0.17
C -1.09112 1.92951 -0.35888  -0.28
C 1.15332 -1.16325 -0.34350  -0.09
N 0.18447 -0.09872 -0.53533  0.02
N -2.26696 -1.83433 0.44800  0.13
S -2.58892 0.82868 -0.15314  1.07
H 2.24202 1.08545 0.71831  0.12
H 1.49718 2.56534 0.83082  0.02
H -1.15952 2.83400 0.07559  0.05
H -1.27719 2.22939 -1.39905  0.09
H 1.39362 -1.48248 0.68720  0.11
H 0.78565 -2.06632 -0.89733  0.10
H 2.01947 -0.91761 -0.87133  0.08
H -1.70241 -2.65608 0.22662  0.14
H -3.18322 -1.93698 0.09377  0.11


# 2
Computed, not measured: a structure of composition C9H7AlCl2NO3Pr in a non-equilibrium geometry, with ωB97M-V/def2-TZVPD.

Calculated values
E_LUMO (spin up / spin down) in eV: -17.88 / -17.88
Net charge: +4
HOMO-LUMO gap (spin up / spin down) in eV: 3.341 / 3.369
Multiplicity: 3

Each line ends with the Löwdin charge.
Geometry (Å):
Al -0.41710 -0.68494 -2.91076  0.42
Pr 0.64728 -0.16187 0.46981  1.02
Cl -1.21442 -1.84845 -1.18477  0.52
Cl -0.34678 1.67209 -1.10782  0.31
C 1.19531 2.11772 1.26161  -0.07
C 0.00511 -2.31571 -4.15112  0.14
C -0.33325 0.73274 -4.40350  0.15
O 1.46122 3.22934 1.43538  0.25
O 0.11434 -3.28857 -4.78213  0.35
O -0.12859 1.46317 -5.29192  0.36
N -1.19760 -1.24627 1.80786  -0.06
C -0.79658 -0.87369 3.17216  -0.30
C -1.76396 -0.45304 4.07722  0.03
C -1.35223 0.24072 5.22072  0.04
C 0.01220 0.46484 5.44973  0.01
C 0.97033 0.02497 4.53495  -0.01
C 0.57165 -0.71216 3.40100  -0.12
H -2.17537 -1.00275 1.58863  0.14
H -1.18408 -2.26054 1.62529  0.12
H -2.82729 -0.63126 3.87781  0.15
H -2.08832 0.59212 5.95041  0.15
H 0.33159 0.97680 6.36222  0.15
H 2.03352 0.21590 4.68391  0.14
H 1.32339 -1.21323 2.74413  0.10


# 3
Computed, not measured: a structure of composition C18H15F7N4O4S3Sn in a non-equilibrium geometry, with ωB97M-V/def2-TZVPD.

Calculated values
E_LUMO in eV: -0.64
ΔE to the lowest compared entry with this formula, charge and spin in kJ/mol: 0.0
HOMO-LUMO gap in eV: 6.089

Each line ends with the Löwdin charge.
Geometry (Å):
Sn 1.17883 0.62746 -1.59025  1.33
F 6.52340 -0.42866 -2.45655  0.15
C 6.00436 0.05963 -1.32028  -0.62
F 6.20436 1.38789 -1.26328  0.14
F 6.54872 -0.54897 -0.24417  0.14
S 4.15957 -0.21904 -1.32051  0.57
O 3.57904 0.45413 -0.15784  -0.40
O 3.60595 0.30159 -2.56618  -0.43
N 4.06725 -1.81840 -1.31380  -0.29
S 2.73375 -2.51795 -0.73045  0.65
O 2.53358 -3.80606 -1.32918  -0.25
O 1.58719 -1.59658 -0.65230  -0.49
C 3.25281 -2.85076 1.08863  -0.60
F 3.27718 -1.70111 1.80414  0.12
F 2.33142 -3.67083 1.63114  0.13
F 4.45290 -3.45664 1.13858  0.14
C 2.66847 4.57635 1.77377  -0.04
N 1.34522 3.97273 1.75185  -0.13
C 0.35674 4.00633 2.72548  -0.04
C -0.68281 3.27128 2.29317  -0.05
N -0.40008 2.77266 1.01961  0.03
C 0.90094 3.21234 0.68212  -0.62
S 1.80786 3.05171 -0.73800  0.64
C -1.34671 2.04516 0.18979  -0.32
C -2.73089 2.35396 0.41757  -0.08
C -3.67589 1.64625 -0.30593  -0.13
C -3.31866 0.57963 -1.11935  -0.07
C -1.91363 0.10819 -1.13417  -0.35
N -0.93457 1.11764 -0.61025  -0.09
H 2.85236 5.11829 2.70845  0.10
H 2.79291 5.26218 0.92171  0.09
H 3.41278 3.78490 1.64115  0.09
H 0.49614 4.60623 3.64240  0.14
H -1.64457 3.08797 2.79167  0.13
H -2.94962 3.13934 1.14224  0.08
H -4.73362 1.91022 -0.25061  0.10
H -4.10906 0.04797 -1.68765  0.12
H -1.63596 -0.08702 -2.18241  0.11
F -5.87059 -4.95613 -0.54478  0.04
C -4.87593 -4.03171 -0.57379  -0.28
C -3.88661 -4.07209 -1.53768  -0.02
C -2.85569 -3.14402 -1.48260  -0.03
C -2.79980 -2.19261 -0.45928  -0.24
C -1.67287 -1.21783 -0.33979  -0.12
C -3.87981 -2.11655 0.42973  -0.04
C -4.89439 -3.05496 0.40413  -0.01
H -3.89593 -4.84538 -2.32685  0.13
H -2.07854 -3.17200 -2.26502  0.13
H -0.74578 -1.71225 -0.67282  0.09
H -1.51253 -0.99916 0.71128  0.12
H -3.92168 -1.27438 1.12487  0.12
H -5.70752 -3.01094 1.14232  0.13


# 4
Computed, not measured: the molecule C4H9NO2 in a non-equilibrium geometry, with ωB97M-V/def2-TZVPD.

Calculated values
E_LUMO in eV: 0.81
Structure (SMILES): C[C@@H](O)CC(N)=O
ΔE to the lowest compared entry with this formula, charge and spin in kJ/mol: 166.4
HOMO-LUMO gap in eV: 10.500

Each line ends with the Löwdin charge.
Geometry (Å):
C -2.05867 -0.22290 -0.49795  -0.05
C -0.48592 0.25293 -0.49867  -0.41
O -0.49840 1.52666 0.12719  -0.06
C 0.35059 -0.75885 0.26352  -0.08
C 1.85826 -0.50745 0.29021  -0.54
N 2.22028 0.72967 0.72679  0.17
O 2.65793 -1.37608 -0.01212  0.04
H -2.48162 -0.50360 0.49012  0.09
H -2.01721 -1.10620 -1.11255  0.07
H -2.80523 0.46075 -0.96846  0.10
H -0.19914 0.34744 -1.55073  0.15
H -1.44870 1.24996 0.16012  0.05
H -0.01271 -0.78679 1.30046  0.14
H 0.20396 -1.73630 -0.19491  0.12
H 3.19770 0.97522 0.67807  0.11
H 1.51888 1.45554 0.79892  0.09


# 5
Computed, not measured: a structure of composition C17H24BrNReSb2Se4Te, with ωB97M-V/def2-TZVPD.

Calculated values
E_LUMO in eV: -11.05
Net charge: +3
HOMO-LUMO gap in eV: 5.661

Each line ends with the Löwdin charge.
Geometry (Å):
Re -0.64854 1.17861 -0.70658  0.12
Se -3.92491 2.24563 -3.58868  0.25
Sb -4.07792 0.55909 -2.08318  0.20
Se -1.13026 -0.49734 -2.49271  0.12
Se -2.33847 1.62651 0.59093  0.41
Se -5.13844 -1.07080 -0.92945  0.27
C -1.12153 -6.12728 2.82390  -0.01
C -0.73342 -4.95452 1.98428  -0.21
C -0.24945 -5.12246 0.68890  0.03
C 0.11588 -4.05092 -0.11024  -0.31
C 0.61452 -4.31670 -1.50398  -0.09
C -0.01791 -2.76265 0.44918  -0.44
Te 0.63549 -1.26617 -0.84617  1.16
C -0.48171 -2.54296 1.75780  -0.29
C -0.55526 -1.20257 2.42819  -0.07
C -0.83888 -3.65895 2.49440  0.02
H -0.94501 -7.06763 2.30815  0.09
H -2.17890 -6.06977 3.08779  0.10
H -0.55333 -6.12963 3.75530  0.10
H -0.15694 -6.12337 0.28663  0.14
H 0.50226 -5.37264 -1.73821  0.10
H 1.67609 -4.07720 -1.61188  0.09
H 0.05354 -3.76791 -2.26516  0.06
H -0.08041 -0.41335 1.83904  -0.03
H -0.04845 -1.23954 3.39296  0.11
H -1.58973 -0.90824 2.61401  0.09
H -1.18767 -3.52065 3.51115  0.14
C 0.81213 2.61139 2.71222  -0.25
Sb 1.45423 2.07815 0.77090  1.29
C 2.99853 0.67029 1.07511  -0.29
C 2.41936 3.77557 -0.03168  -0.25
H 1.68441 2.92201 3.28510  0.04
H 0.34686 1.74984 3.18706  0.02
H 0.10268 3.43383 2.64843  0.03
H 3.77562 1.15137 1.66814  0.04
H 3.42722 0.35548 0.12504  0.02
H 2.62102 -0.19092 1.62686  0.02
H 3.26276 4.01866 0.61297  0.04
H 1.73699 4.62214 -0.06144  0.02
H 2.78522 3.55723 -1.03355  0.03
Br 0.05462 6.52364 -4.76430  0.95
C -0.15149 5.05734 -3.65062  -0.66
C 0.18789 3.77427 -4.07680  -0.06
C 0.00542 2.70876 -3.22730  -0.14
N -0.46379 2.84518 -1.96349  -0.19
C -0.77089 4.09918 -1.54987  -0.15
C -0.64928 5.20433 -2.35413  -0.06
H 0.57988 3.60045 -5.06906  0.13
H 0.24586 1.70941 -3.55723  0.07
H -1.13505 4.20064 -0.53776  0.10
H -0.93084 6.17518 -1.97095  0.13


# 6
Computed, not measured: the molecule C3H5N3O in a non-equilibrium geometry, with ωB97M-V/def2-TZVPD.

Calculated values
E_LUMO in eV: 0.41
ΔE to the lowest compared entry with this formula, charge and spin in kJ/mol: 138.0
HOMO-LUMO gap in eV: 7.473

Each line ends with the Löwdin charge.
Geometry (Å):
N 1.76753 -0.48472 0.99301  0.12
C 0.58160 -0.15564 0.31322  -0.37
N 0.33117 0.63834 -0.74920  0.18
C -1.05781 0.73760 -1.04432  -0.53
O -1.35252 1.42018 -2.03163  -0.04
C -1.65160 -0.05479 -0.05507  -0.04
N -0.61216 -0.56623 0.73427  0.09
H 2.51900 0.16202 0.79866  0.09
H 2.08028 -1.43427 0.82007  0.09
H 0.80772 1.14711 -1.47415  0.16
H -2.68031 -0.32830 0.10006  0.10
H -0.73291 -1.08130 1.59509  0.16